(1)
Formula: C5H20FN10NiO5
Source: OMol25
Level of theory: ωB97M-V with the def2-TZVPD basis set

Properties
<S²> = 3.76

Structure (ORCA input):
```
! wB97M-V def2-TZVPD RIJCOSX def2/J DEFGRID3
* xyz 2 4
O 1.60902 -1.24903 -2.14783
N -1.12729 -2.78715 1.18322
H -4.14195 -2.80625 0.68904
H 0.53899 0.90499 0.72911
O -2.62231 -3.95126 2.30769
O 0.07030 1.69861 -1.93137
C 1.66669 0.40709 2.27565
H -3.14480 -0.29858 1.89115
N 1.71454 -0.72079 1.63661
C -2.32729 -3.19407 1.42545
H 1.85737 4.18124 -2.64798
N 0.26699 3.64248 -0.95333
C 0.66427 2.77962 -1.85251
H 3.98641 -3.18451 -2.10022
H 2.60822 -1.18216 1.54407
H -1.06822 -2.13059 0.41802
O 2.12869 0.58842 3.37160
H -0.45773 3.39000 -0.29674
C -2.63162 1.66034 1.44715
N 3.71182 -1.15183 -2.84695
N 1.34937 3.32448 -2.81530
O -2.14352 2.44616 0.73020
Ni -0.21504 -0.33857 -2.32775
H -3.88786 1.14379 2.84123
C 2.68534 -1.76786 -2.32243
H 0.35665 4.64815 -0.97938
H -0.39804 -3.15989 1.77429
N 0.83931 1.14845 1.66219
H 0.48246 1.98683 2.09793
H 1.05261 -0.71476 0.87377
N -3.38642 1.91560 2.42535
N 3.02724 -2.93144 -1.91033
N -2.72240 0.33646 1.22902
H -2.92881 -1.75531 0.03331
H 1.50664 2.87870 -3.70784
H -1.96396 -0.05102 0.68614
N -3.19277 -2.46147 0.70543
H 4.60572 -1.62172 -2.83150
F -0.65008 -0.72423 -0.44066
H 2.31692 -3.61016 -1.67605
H -3.70969 2.85500 2.60731
H 3.67423 -0.14378 -2.79676
*
```

Calculated atomic charges, method Löwdin, unit e:
1. O -0.01
2. N 0.25
3. H 0.15
4. H 0.07
5. O 0.45
6. O -0.04
7. C -0.82
8. H 0.09
9. N 0.15
10. C -0.58
11. H 0.14
12. N 0.22
13. C -0.66
14. H 0.14
15. H 0.12
16. H 0.07
17. O 0.09
18. H 0.09
19. C -0.80
20. N 0.21
21. N 0.21
22. O 0.09
23. Ni 1.11
24. H 0.13
25. C -0.73
26. H 0.14
27. H 0.16
28. N 0.18
29. H 0.13
30. H 0.05
31. N 0.20
32. N 0.22
33. N 0.14
34. H 0.11
35. H 0.13
36. H 0.04
37. N 0.22
38. H 0.14
39. F -0.43
40. H 0.15
41. H 0.15
42. H 0.14


(2)
Formula: C34H56N2OP3Ti
Source: OMol25
Level of theory: ωB97M-V with the def2-TZVPD basis set

Structure (ORCA input):
```
! wB97M-V def2-TZVPD RIJCOSX def2/J DEFGRID3
* xyz 3 1
H -3.29956 0.52469 -2.29209
H 0.37830 4.75824 1.44947
H -2.33270 4.27687 0.04974
H -4.51590 0.79174 -4.47512
C -2.76210 0.72170 -3.22598
C -1.69406 3.38419 0.11981
H -1.38976 -3.42352 -2.66910
H -3.13962 -1.18468 2.58145
H 2.18900 2.94711 2.25467
P -0.03124 -2.68168 0.80126
H -0.81733 2.86332 3.24665
H -0.84702 3.27121 -2.46923
C -0.71410 0.83349 -1.84126
C 1.14503 -3.00847 3.28836
Ti -0.06346 -0.15087 0.69113
H 1.06548 2.05163 -2.48813
C 3.65235 1.74408 -0.04302
N 1.48928 -0.75675 -0.73054
C -1.68202 2.22088 3.45590
H -3.31339 -3.53547 -0.87599
H 1.06925 -3.41261 4.30894
N -1.27637 0.35428 -0.78110
C 2.56005 -0.10438 -2.78059
C -0.29614 3.75287 -0.39375
H -1.46372 -1.81170 -1.95702
H -0.43407 -5.76236 1.93133
H -1.68115 3.06789 1.16932
C -1.31314 -3.54244 3.11697
H 2.18391 4.01434 -1.77778
C 1.64828 -3.04664 0.13522
H 0.76000 -5.52880 3.19609
H 3.84698 3.38212 1.82854
C 3.08238 -2.20872 -1.75854
C -1.18892 -3.44460 -0.52170
H 3.61127 -3.15894 -1.71246
H -0.92061 -1.24976 4.60949
C -1.36338 0.87103 -3.17260
C -1.29725 1.15299 -5.57955
H 3.99399 -1.50502 -3.58843
H 2.37805 -3.18345 0.95025
C 0.04824 -3.66051 2.42009
C -3.42565 0.85884 -4.44994
C 2.64288 2.90398 0.09182
C -0.41615 4.09376 -1.88800
H -2.16592 2.58974 -0.46322
H -2.56644 2.62625 2.94435
C 2.11216 -1.95466 -0.79595
H -1.55531 -5.30555 -1.50417
C 1.65410 0.11907 -1.74800
H 0.09840 -2.62547 -2.12555
C 2.79787 3.48855 1.52114
C -3.09616 -0.13257 2.87977
H 0.10893 -5.16266 -0.93239
C -0.74946 -0.17126 4.51793
H 2.55438 4.55532 1.55989
H -0.58787 5.74805 0.34046
H -3.21523 1.18948 -6.57733
C -2.69414 1.07644 -5.62477
H -0.71481 1.28898 -6.48832
C 0.75970 1.34132 -1.70981
H 1.63069 -4.00992 -0.40064
H -3.67846 0.44801 2.15130
H 3.60619 1.28696 -1.03665
H -1.10072 4.94803 -1.97869
H -1.20429 -3.88085 4.15647
P -1.37173 0.49039 2.91187
H 0.52975 4.40294 -2.33972
H 3.89310 3.69339 -1.50323
C 0.41698 -5.14032 2.22721
H 1.06131 -1.91564 3.34418
C 1.27720 0.44201 2.05800
O 2.10184 0.60108 2.89521
C -0.62998 1.05334 -4.36054
C 0.19736 4.97955 0.38884
C -0.93271 -4.94273 -0.67578
H -1.25423 0.35909 5.33496
C 2.95105 3.95368 -0.99925
H -1.68370 -2.50972 3.13058
H 2.14627 -3.25405 2.91726
C 3.28678 -1.29759 -2.78764
H 0.32515 0.02341 4.59779
H -1.86335 2.22843 4.54208
H 2.71371 0.67466 -3.53914
H 1.09983 5.41978 -0.05073
P 0.87630 2.27044 -0.05513
H 4.66415 2.16360 0.07516
H 3.50302 0.97507 0.72455
H -3.54156 -0.02644 3.87798
H -2.91516 -3.64780 0.84418
H -1.21033 -5.51578 0.21079
H 0.45682 1.10551 -4.31224
H 1.23748 -5.28268 1.51551
C -2.63651 -3.16079 -0.09562
H -2.81841 -2.08238 0.01648
H 3.09679 4.95054 -0.56162
C -0.95967 -2.77793 -1.89200
H -2.07708 -4.17622 2.64964
*
```

Calculated atomic charges, method Löwdin, unit e:
1. H 0.12
2. H 0.08
3. H 0.11
4. H 0.13
5. C -0.01
6. C -0.09
7. H 0.11
8. H 0.03
9. H 0.05
10. P 1.11
11. H 0.05
12. H 0.07
13. C -0.34
14. C -0.08
15. Ti 0.64
16. H 0.11
17. C -0.07
18. N 0.02
19. C -0.22
20. H 0.11
21. H 0.12
22. N 0.03
23. C 0.01
24. C -0.62
25. H 0.05
26. H 0.08
27. H 0.03
28. C -0.08
29. H 0.05
30. C -0.23
31. H 0.11
32. H 0.11
33. C 0.03
34. C -0.64
35. H 0.15
36. H 0.04
37. C -0.20
38. C -0.03
39. H 0.14
40. H 0.11
41. C -0.66
42. C -0.03
43. C -0.63
44. C -0.05
45. H 0.07
46. H 0.06
47. C -0.29
48. H 0.11
49. C -0.29
50. H 0.08
51. C -0.07
52. C -0.22
53. H 0.09
54. C -0.22
55. H 0.08
56. H 0.11
57. H 0.13
58. C -0.01
59. H 0.12
60. C -0.29
61. H 0.10
62. H 0.07
63. H 0.07
64. H 0.12
65. H 0.11
66. P 0.83
67. H 0.08
68. H 0.10
69. C -0.06
70. H 0.04
71. C -0.25
72. O 0.14
73. C -0.01
74. C -0.06
75. C -0.06
76. H 0.07
77. C -0.04
78. H 0.03
79. H 0.09
80. C 0.04
81. H 0.04
82. H 0.07
83. H 0.15
84. H 0.08
85. P 1.21
86. H 0.12
87. H 0.07
88. H 0.08
89. H 0.07
90. H 0.07
91. H 0.10
92. H 0.09
93. C -0.08
94. H 0.07
95. H 0.10
96. C -0.06
97. H 0.09


(3)
Formula: C6H12N
Source: OMol25
Level of theory: ωB97M-V with the def2-TZVPD basis set

Structure (ORCA input):
```
! wB97M-V def2-TZVPD RIJCOSX def2/J DEFGRID3
* xyz 1 1
H -2.10716 0.73976 1.33768
C 2.00569 0.71678 -0.20890
H -0.75919 2.08040 -1.57804
H -0.47134 -0.02406 1.74426
H -1.95068 -1.01977 1.05099
C -0.88241 0.24794 -0.28296
H 2.48835 -0.06805 -0.68876
H 1.13797 2.37157 1.23423
C -1.40160 -0.03745 1.16116
H -0.03356 1.87948 0.03236
C 1.47460 1.63771 0.38471
C -0.15175 -0.56982 -0.90552
H 0.90227 -2.07316 -0.04606
C -0.84311 1.72260 -0.53395
N -0.05477 -2.02018 -0.48823
H -1.55656 2.45827 -0.16101
H -0.62021 -2.13683 0.30641
H 0.42192 -0.55577 -1.90860
H -0.04853 -2.73610 -1.28832
*
```

Calculated atomic charges, method Löwdin, unit e:
1. H 0.08
2. C 0.04
3. H 0.13
4. H 0.10
5. H 0.10
6. C -0.33
7. H 0.03
8. H 0.15
9. C 0.02
10. H -0.08
11. C -0.03
12. C -0.15
13. H 0.18
14. C -0.04
15. N 0.20
16. H 0.11
17. H 0.10
18. H 0.17
19. H 0.22


Listing total energy for the structures above in their given order: -2733.889488; -3386.536864; -290.107625 hartree.
Listing largest force on an atom for the structures above in their given order: 7.738; 8.275; 7.402 eV/Å.